(1)
{"formula": "C24H19BrIrN5OS3", "method": "the ωB97M-V functional and the def2-TZVPD basis", "total_charge": 3, "e_lumo_ev": [-13.02, -13.02], "spin_multiplicity": 2, "s_squared": 1.0499, "elements": ["Ir", "N", "C", "C", "C", "C", "C", "C", "N", "C", "C", "C", "S", "C", "N", "H", "H", "H", "H", "H", "H", "H", "Br", "C", "C", "C", "C", "C", "C", "N", "C", "C", "C", "C", "C", "C", "N", "H", "H", "H", "H", "H", "H", "H", "H", "H", "C", "O", "C", "S", "S", "H", "H", "H"], "coordinates": [[0.118, 0.899, 0.461], [-3.198, -0.849, -1.447], [-2.713, -2.095, -1.116], [-3.184, -3.377, -1.358], [-2.399, -4.429, -0.908], [-1.191, -4.210, -0.233], [-0.715, -2.940, 0.013], [-1.486, -1.867, -0.446], [-1.273, -0.517, -0.398], [-2.309, 0.065, -1.023], [-2.293, 1.485, -1.266], [-3.121, 2.257, -2.038], [-2.552, 3.864, -2.123], [-1.247, 3.436, -1.106], [-1.230, 2.185, -0.736], [-4.085, -0.683, -1.901], [-4.114, -3.552, -1.876], [-2.711, -5.446, -1.093], [-0.626, -5.063, 0.108], [0.221, -2.772, 0.523], [-4.021, 1.964, -2.543], [-0.512, 4.159, -0.799], [-3.254, 0.800, 7.158], [-1.978, 0.836, 5.754], [-2.407, 0.800, 4.421], [-1.469, 0.829, 3.416], [-0.094, 0.884, 3.699], [0.317, 0.952, 5.043], [-0.614, 0.922, 6.056], [0.763, 0.887, 2.609], [2.047, 0.760, 2.714], [2.903, 0.825, 1.560], [4.294, 0.826, 1.714], [5.102, 0.924, 0.593], [4.496, 1.022, -0.653], [3.107, 1.012, -0.732], [2.327, 0.909, 0.336], [-3.460, 0.757, 4.193], [-1.770, 0.815, 2.369], [1.361, 1.039, 5.299], [-0.292, 0.965, 7.086], [2.539, 0.600, 3.670], [4.724, 0.764, 2.702], [6.178, 0.928, 0.688], [5.086, 1.114, -1.550], [2.609, 1.099, -1.690], [2.295, -1.267, -5.952], [1.453, -0.182, -6.331], [0.697, 0.418, -5.502], [-0.314, 1.714, -5.884], [0.459, 0.147, -3.849], [2.335, -1.938, -6.809], [1.905, -1.783, -5.073], [3.298, -0.889, -5.745]], "forces_ev_per_angstrom": [[0.5, -0.2, 0.8], [0.1, 0.4, -0.1], [0.9, -0.5, 0.5], [0.1, -0.3, 0.1], [-0.2, 0.3, -0.2], [0.1, 0.1, 0.1], [-0.1, 0.3, -0.1], [-0.5, -1.2, -0.1], [-0.1, 2.0, 0.2], [0.2, -0.7, 0.3], [-0.7, 0.9, -0.6], [0.4, -0.4, 0.3], [0.2, -0.2, 0.5], [-0.2, 0.3, -0.1], [0.7, -0.9, -0.3], [0.1, 0.1, 0.0], [-0.1, 0.0, 0.0], [-0.1, 0.0, 0.0], [0.1, -0.1, 0.0], [0.1, 0.0, 0.1], [-0.2, -0.1, -0.1], [0.2, 0.1, 0.1], [0.5, 0.0, -0.5], [-0.3, 0.0, 0.0], [0.0, 0.0, 0.6], [0.6, 0.0, -0.2], [-1.5, 0.0, 0.8], [0.1, 0.0, -0.6], [-0.4, -0.1, 0.0], [1.5, -0.8, -1.9], [-0.9, 0.1, 0.5], [1.0, 0.0, -0.5], [-0.6, 0.0, -0.1], [-0.2, 0.0, -0.3], [-0.1, -0.1, 0.2], [0.2, 0.0, -0.4], [-1.2, 0.6, 0.8], [-0.1, 0.0, 0.0], [-0.1, -0.1, 0.2], [0.1, 0.0, 0.1], [0.0, 0.0, 0.0], [-0.2, 0.2, 0.0], [0.0, 0.0, 0.1], [0.0, 0.0, 0.0], [0.0, 0.0, -0.1], [0.0, 0.0, 0.1], [0.9, -1.0, 0.3], [-0.9, 1.1, 0.0], [1.0, -0.8, -1.2], [0.4, -1.2, 2.2], [-1.1, 1.7, -1.5], [-0.1, 0.1, 0.1], [-0.1, 0.0, -0.1], [-0.2, 0.1, -0.1]], "lowdin_charge": [1.254, 0.215, -0.164, 0.018, -0.033, -0.046, 0.000, -0.220, -0.013, -0.272, -0.328, -0.290, 1.151, -0.391, -0.134, 0.190, 0.126, 0.124, 0.121, 0.112, 0.094, 0.102, 0.834, -0.640, -0.095, -0.032, -0.270, 0.008, -0.083, -0.022, -0.041, -0.243, 0.043, 0.013, -0.002, -0.106, -0.056, 0.112, 0.076, 0.115, 0.121, 0.143, 0.137, 0.137, 0.125, 0.089, 0.015, -0.063, -1.273, 1.063, 0.933, 0.129, 0.089, 0.126]}

=====

(2)
{"formula": "C45H34N2OsP", "method": "the ωB97M-V functional and the def2-TZVPD basis", "total_charge": 1, "e_lumo_ev": [-4.61, -4.57], "elements": ["Os", "N", "C", "C", "C", "C", "C", "C", "C", "C", "C", "C", "C", "C", "H", "H", "H", "H", "H", "H", "H", "H", "H", "H", "C", "C", "C", "C", "C", "C", "C", "C", "C", "C", "C", "C", "C", "C", "C", "N", "H", "H", "H", "H", "H", "H", "H", "H", "H", "H", "C", "C", "C", "C", "C", "C", "P", "C", "C", "C", "C", "C", "C", "C", "C", "C", "C", "C", "C", "H", "H", "H", "H", "H", "H", "H", "H", "H", "H", "H", "H", "H", "H"], "coordinates": [[-0.047, 0.010, 0.084], [0.875, 2.291, 0.536], [0.296, 3.538, 0.182], [1.041, 4.501, -0.481], [0.508, 5.760, -0.700], [-0.754, 6.061, -0.215], [-1.518, 5.074, 0.385], [-1.019, 3.783, 0.557], [-1.931, 2.683, 0.912], [-3.003, 2.935, 1.776], [-4.129, 2.135, 1.780], [-4.239, 1.137, 0.826], [-3.145, 0.841, 0.021], [-1.915, 1.470, 0.193], [1.860, 2.288, 0.313], [0.757, 2.127, 1.534], [2.044, 4.265, -0.817], [1.090, 6.501, -1.230], [-1.155, 7.058, -0.333], [-2.528, 5.298, 0.700], [-2.962, 3.804, 2.421], [-4.952, 2.353, 2.447], [-5.163, 0.591, 0.687], [-3.286, 0.103, -0.752], [0.256, -0.178, 4.381], [-0.942, -0.763, 4.768], [-1.805, -1.255, 3.806], [-1.500, -1.137, 2.450], [-0.348, -0.452, 2.053], [0.539, -0.012, 3.032], [-2.277, -1.780, 1.398], [-3.296, -2.732, 1.630], [-3.876, -3.368, 0.573], [-3.489, -3.061, -0.752], [-4.052, -3.658, -1.899], [-3.640, -3.277, -3.145], [-2.658, -2.280, -3.304], [-2.089, -1.687, -2.212], [-2.484, -2.079, -0.915], [-1.912, -1.489, 0.162], [0.962, 0.160, 5.127], [-1.191, -0.854, 5.816], [-2.728, -1.725, 4.121], [1.486, 0.438, 2.751], [-3.603, -2.958, 2.638], [-4.647, -4.110, 0.739], [-4.823, -4.407, -1.775], [-4.071, -3.737, -4.023], [-2.374, -1.977, -4.302], [-1.359, -0.890, -2.309], [7.391, -0.110, 0.205], [6.601, 0.098, 1.325], [5.224, 0.171, 1.191], [4.630, 0.023, -0.061], [5.427, -0.169, -1.186], [6.803, -0.235, -1.046], [2.803, 0.043, -0.096], [2.408, 0.526, -1.829], [2.990, 1.683, -2.350], [2.688, 2.110, -3.632], [1.778, 1.404, -4.407], [1.167, 0.275, -3.887], [1.470, -0.165, -2.603], [2.336, -1.711, -0.141], [3.181, -2.788, -0.370], [2.656, -4.071, -0.351], [1.310, -4.253, -0.075], [0.473, -3.164, 0.143], [0.962, -1.862, 0.089], [8.466, -0.174, 0.307], [7.057, 0.201, 2.300], [4.603, 0.338, 2.063], [4.980, -0.270, -2.167], [7.425, -0.393, -1.917], [3.707, 2.234, -1.750], [3.175, 2.989, -4.034], [1.555, 1.723, -5.416], [0.472, -0.291, -4.493], [1.057, -1.110, -2.270], [4.235, -2.622, -0.553], [3.296, -4.924, -0.532], [0.896, -5.252, -0.020], [-0.560, -3.372, 0.376]], "forces_ev_per_angstrom": [[-0.2, 1.1, 2.4], [-0.8, -1.5, -0.1], [-0.3, 0.6, -0.2], [0.1, -0.2, 0.0], [0.0, 0.0, 0.0], [0.0, 0.0, 0.0], [0.1, 0.0, 0.0], [0.3, 0.0, 0.0], [0.2, -0.2, 0.2], [-0.1, 0.0, -0.3], [-0.2, 0.0, 0.1], [0.0, 0.2, -0.3], [-0.2, 0.3, 0.3], [0.0, -1.9, -0.4], [-0.1, -0.1, 0.1], [0.2, 0.1, 0.0], [0.0, 0.0, 0.0], [0.0, 0.0, 0.0], [0.0, 0.0, 0.0], [-0.1, -0.1, -0.1], [0.0, 0.1, -0.1], [0.0, 0.0, 0.1], [0.0, 0.0, 0.0], [0.1, -0.1, 0.1], [0.0, 0.0, -0.1], [-0.1, -0.1, 0.1], [0.0, 0.0, 0.1], [0.0, -0.1, 0.1], [0.5, 1.1, -0.7], [0.0, -0.1, 0.2], [0.1, 0.2, -0.1], [-0.2, -0.1, -0.2], [0.0, 0.1, 0.2], [0.3, 0.3, 0.0], [0.0, 0.0, 0.0], [0.0, -0.1, 0.0], [0.0, 0.0, 0.1], [0.0, 0.0, 0.0], [-0.1, -0.2, -0.5], [2.1, 1.2, 0.0], [0.0, 0.0, 0.0], [0.0, 0.0, 0.0], [0.0, -0.1, 0.0], [0.0, 0.0, 0.0], [0.1, 0.0, 0.0], [0.0, 0.0, 0.0], [0.0, 0.0, 0.0], [0.0, 0.0, 0.0], [0.0, 0.0, 0.0], [0.0, -0.1, 0.0], [0.0, 0.0, 0.0], [0.0, 0.0, 0.0], [0.0, 0.0, 0.0], [-0.1, 0.5, 0.7], [-0.2, 0.0, -0.1], [0.1, -0.1, 0.0], [-0.6, -1.4, -1.5], [0.1, 0.3, 0.1], [-0.1, 0.0, 0.1], [0.0, 0.1, 0.0], [-0.1, 0.0, 0.0], [0.0, 0.1, 0.0], [0.2, -0.1, -0.1], [-0.1, 0.5, 0.2], [-0.1, -0.1, 0.1], [0.1, -0.1, 0.0], [0.0, 0.1, 0.1], [0.0, -0.1, 0.1], [-1.0, -0.4, -0.8], [0.0, 0.0, 0.0], [0.0, 0.0, 0.0], [0.0, 0.0, 0.0], [0.0, 0.0, 0.0], [0.0, 0.0, 0.0], [0.1, 0.0, -0.1], [0.0, 0.0, 0.0], [0.0, 0.0, 0.0], [0.0, 0.0, 0.0], [0.0, 0.0, 0.1], [0.0, 0.0, 0.1], [0.0, 0.0, 0.0], [0.0, 0.0, 0.0], [0.0, 0.0, -0.1]], "lowdin_charge": [1.273, 0.045, -0.251, -0.021, -0.069, -0.063, -0.007, -0.137, -0.204, -0.044, -0.074, -0.072, -0.136, -0.084, 0.035, 0.090, 0.107, 0.110, 0.110, 0.118, 0.119, 0.108, 0.109, 0.081, -0.065, -0.068, -0.012, -0.173, -0.225, -0.112, -0.221, 0.031, 0.031, -0.140, -0.013, -0.057, -0.045, -0.019, -0.238, 0.025, 0.110, 0.110, 0.111, 0.073, 0.114, 0.129, 0.122, 0.112, 0.112, 0.087, -0.063, -0.067, -0.096, -0.367, -0.088, -0.061, 1.089, -0.383, -0.121, -0.061, -0.063, -0.063, -0.115, -0.404, -0.061, -0.069, -0.060, -0.083, -0.276, 0.112, 0.111, 0.100, 0.114, 0.112, 0.108, 0.113, 0.111, 0.109, 0.083, 0.107, 0.110, 0.111, 0.091]}